1.
Computed, not measured: one molecule with the formula C2H2N4O in a non-equilibrium geometry, with the ωB97M-V functional and the def2-TZVPD basis.

```
! wB97M-V def2-TZVPD RIJCOSX def2/J DEFGRID3
* xyz 0 1
C -3.6586 0.7283 0.0162
C -0.9127 -0.9461 -0.1526
N -4.2799 1.6713 -0.1706
N -1.6928 -1.9537 -0.1026
N -2.7278 -0.1015 0.2559
N 0.2154 -0.3015 -0.0848
O -2.8859 -1.5066 0.0683
H 0.8079 -0.1240 0.7804
H 0.5633 0.2580 -0.9111
*
```

* energy above the lowest of the compared OMol25 structures with the same formula, charge and spin: 113.11 kcal per mole
* HOMO energy (alpha / beta): -8.736 / -8.737 eV
* DFT total energy: -371.4401 Ha
* orbital gap (alpha / beta): 8.418 / 8.419 eV

---

2.
Computed, not measured: a 2-piece molecular cluster, CH6NO overall in a non-equilibrium geometry, with the ωB97M-V functional and the def2-TZVPD basis.

```
! wB97M-V def2-TZVPD RIJCOSX def2/J DEFGRID3
* xyz -1 1
O 0.9706 0.3915 2.3806
H 1.6890 0.9979 2.5946
C -0.4020 -0.2266 -1.2852
N -0.8323 -0.1846 0.1129
H -0.9529 -0.8896 -1.9493
H 0.6702 -0.4142 -1.3264
H -0.4314 0.7749 -1.7468
H -0.3842 -0.9790 0.5621
H -0.3270 0.5297 0.6575
*
```

* energy above the lowest of the compared OMol25 structures with the same formula, charge and spin: 5.66 kcal per mole
* HOMO energy: -2.431 eV
* DFT total energy: -171.6606 Ha
* orbital gap: 6.800 eV